Record 1
Here is the molecule C4H6N2O from OMol25. Energies are from wB97M-V/def2-TZVPD.

Summary:
Gap between HOMO and LUMO ... 9.3 eV
Total energy ... -9268.993 eV
Spin multiplicity ... 1
Total charge ... 0
LUMO level ... 0.05 eV

```
13
Properties=species:S:1:pos:R:3:lowdin_charge:R:1
H 2.47 0.64 0.21 0.0506
N 1.62 0.17 0.51 0.1355
C 0.65 0.50 -0.25 -0.4579
C 0.67 1.50 -1.36 -0.0484
C -0.69 0.00 0.09 -0.0371
C -0.79 -0.76 1.15 -0.0800
N -1.06 -1.58 2.03 0.0407
O -1.83 -2.59 1.38 -0.0605
H 1.68 1.89 -1.51 0.0756
H -0.01 2.33 -1.15 0.0886
H 0.32 1.02 -2.28 0.0853
H -1.60 0.35 -0.41 0.1221
H -1.43 -3.44 1.58 0.0855
```



Record 2
Here is a cluster of 2 separate species, C3H9IN3 in total from OMol25. Energies are from wB97M-V/def2-TZVPD.

Summary:
Gap between HOMO and LUMO ... 8.0 eV
Total energy ... -15819.456 eV
Spin multiplicity ... 1
Total charge ... +1
LUMO level ... -5.04 eV

```
16
Properties=species:S:1:pos:R:3:lowdin_charge:R:1
C 0.49 -0.41 -0.40 -0.1163
C -0.29 -1.58 1.77 0.0027
C 0.02 -0.36 0.99 -0.2444
N 0.66 0.58 -1.19 -0.0928
N 1.05 0.38 -2.38 0.0796
N -0.35 0.80 1.52 0.2039
I -1.76 2.80 -1.24 0.3828
H 0.87 -1.36 -0.78 0.1321
H -0.13 -2.56 1.27 0.1135
H -1.40 -1.43 1.91 0.1299
H 0.22 -1.59 2.75 0.1093
H 1.14 1.19 -2.93 0.1012
H 1.60 -0.44 -2.74 0.1697
H -1.27 1.36 -2.20 -0.2006
H -0.13 1.80 1.26 0.1303
H -0.74 0.84 2.40 0.0991
```



Record 3
Here is a structure of composition C5H7N from OMol25. Energies are from wB97M-V/def2-TZVPD.

Summary:
Gap between HOMO and LUMO ... 8.8 eV
Total energy ... -6785.702 eV
Spin multiplicity ... 1
Total charge ... 0
LUMO level ... 1.15 eV

```
13
Properties=species:S:1:pos:R:3:lowdin_charge:R:1
C 1.83 -0.50 -0.08 -0.0600
C 0.55 0.26 -0.01 -0.2581
C 0.18 1.56 0.03 -0.0673
C -1.61 -1.22 0.01 0.0705
N -1.21 1.35 -0.07 0.0269
C -0.85 -0.15 0.00 -0.2669
H -2.15 1.63 0.17 0.1105
H 0.67 2.51 0.17 0.1097
H 1.90 -1.04 -1.02 0.0749
H 2.67 0.18 0.00 0.0740
H 1.89 -1.23 0.73 0.0741
H -2.69 -1.16 -0.03 0.0541
H -1.18 -2.20 0.09 0.0575
```



Record 4
Here is a structure of composition C26H39IrN3O7PS2Si from OMol25. Energies are from wB97M-V/def2-TZVPD.

Summary:
Gap between HOMO and LUMO ... 8.6 eV
Total energy ... -88077.200 eV
Spin multiplicity ... 1
Total charge ... 0
LUMO level ... 0.07 eV

```
80
Properties=species:S:1:pos:R:3:lowdin_charge:R:1
Ir -0.93 0.67 -1.40 1.0882
O -1.84 4.35 -3.05 -0.2780
S -0.96 3.36 -2.50 0.5129
O -1.39 1.97 -2.91 -0.4733
O -0.74 3.37 -1.07 -0.3286
C 0.63 3.61 -3.30 -0.2123
C 0.67 4.70 -4.15 -0.0495
C 1.83 5.02 -4.85 -0.0599
C 2.96 4.23 -4.70 -0.0605
C 2.92 3.13 -3.85 -0.0510
C 1.77 2.82 -3.14 -0.2141
S 1.95 1.41 -2.05 0.5245
O 3.18 0.77 -2.41 -0.2871
O 0.80 0.47 -2.40 -0.4682
O 1.81 1.88 -0.69 -0.2951
H -0.22 5.30 -4.27 0.1090
H 1.84 5.88 -5.51 0.1090
H 3.86 4.46 -5.24 0.1086
H 3.79 2.50 -3.73 0.1084
C -1.11 -2.75 -2.30 -0.1845
Si -1.97 -1.09 -2.39 0.5161
C -2.60 -0.74 -4.10 -0.1873
C -3.22 -0.88 -0.99 -0.2682
C -3.76 -1.88 -0.17 -0.0931
C -4.36 -1.56 1.04 -0.0920
C -4.39 -0.25 1.50 -0.0796
C -3.83 0.76 0.73 -0.0605
C -3.28 0.45 -0.51 -0.1839
H -1.78 -3.57 -2.59 0.0338
H -0.75 -2.93 -1.28 0.0146
H -0.26 -2.76 -2.97 0.0367
H -3.27 -1.52 -4.45 0.0322
H -1.75 -0.67 -4.80 0.0388
H -3.12 0.22 -4.13 0.0288
H -3.70 -2.91 -0.48 0.1076
H -4.79 -2.35 1.64 0.1055
H -4.85 -0.02 2.45 0.1067
H -3.86 1.79 1.07 0.1159
H -2.99 1.29 -1.17 0.0881
O -0.59 -0.51 0.27 -0.3942
P 0.38 -0.79 1.39 0.5771
N 1.58 -1.80 0.93 -0.1747
C 2.21 -1.74 -0.40 -0.1789
C 3.05 -3.01 -0.41 -0.1552
C 3.57 -3.07 1.02 -0.1612
C 2.37 -2.61 1.86 -0.1815
N -0.37 -1.62 2.60 -0.1735
C -1.11 -2.86 2.31 -0.1733
C -2.16 -2.92 3.42 -0.1604
C -1.51 -2.14 4.56 -0.1641
C -0.85 -0.98 3.83 -0.1877
N 0.95 0.59 2.04 -0.1759
C 0.20 1.86 1.99 -0.1830
C 1.10 2.83 2.74 -0.1519
C 2.50 2.34 2.40 -0.1634
C 2.36 0.82 2.43 -0.1789
H 2.85 -0.86 -0.50 0.0997
H 1.46 -1.70 -1.18 0.0927
H 3.84 -2.97 -1.16 0.1163
H 2.41 -3.87 -0.63 0.1152
H 4.40 -2.37 1.14 0.1124
H 3.92 -4.06 1.32 0.1091
H 2.69 -2.04 2.74 0.1041
H 1.78 -3.46 2.21 0.1000
H -0.44 -3.72 2.35 0.1052
H -1.57 -2.82 1.32 0.0948
H -2.42 -3.94 3.69 0.1136
H -3.07 -2.41 3.10 0.0797
H -0.76 -2.75 5.06 0.1148
H -2.23 -1.80 5.32 0.1120
H -0.02 -0.54 4.38 0.1133
H -1.59 -0.20 3.62 0.1097
H -0.78 1.75 2.47 0.1065
H 0.05 2.18 0.96 0.0722
H 0.93 2.75 3.82 0.1106
H 0.92 3.86 2.44 0.1164
H 3.27 2.69 3.09 0.1115
H 2.76 2.65 1.39 0.0952
H 2.54 0.43 3.44 0.1093
H 3.04 0.32 1.74 0.1079
```



Record 5
Here is the ion C4H9N2 with charge +1 from OMol25. Energies are from wB97M-V/def2-TZVPD.

Summary:
Gap between HOMO and LUMO ... 12.3 eV
Total energy ... -7267.444 eV
Spin multiplicity ... 1
Total charge ... +1
LUMO level ... -3.04 eV

```
15
Properties=species:S:1:pos:R:3:lowdin_charge:R:1
C -1.70 -0.61 -0.96 -0.0202
C -0.71 -0.65 0.19 -0.2909
C 0.79 -0.86 -0.16 0.0488
C 0.93 0.63 0.47 -0.2459
N 1.91 1.45 0.68 0.2379
N -0.35 0.67 0.72 0.1474
H -2.60 -1.18 -0.73 0.0853
H -1.27 -1.01 -1.87 0.0846
H -2.00 0.42 -1.16 0.0868
H -1.05 -1.31 0.99 0.1512
H 1.03 -0.92 -1.21 0.1201
H 1.32 -1.61 0.42 0.1202
H 2.85 1.23 0.38 0.1472
H 1.76 2.36 1.10 0.1471
H -0.93 1.39 1.13 0.1803
```



Record 6
Here is a cluster of 3 separate species, C3H14NO3S in total from OMol25. Energies are from wB97M-V/def2-TZVPD.

Summary:
Gap between HOMO and LUMO ... 10.0 eV
Total energy ... -21799.796 eV
Spin multiplicity ... 1
Total charge ... +1
LUMO level ... -2.84 eV

```
22
Properties=species:S:1:pos:R:3:lowdin_charge:R:1
C -1.63 0.15 0.57 -0.1970
O -1.45 1.43 1.15 -0.0405
C -0.31 -0.61 0.63 -0.3745
C -0.38 -2.04 0.20 -0.4950
S 1.25 -2.84 0.48 0.7482
N 0.68 0.20 -0.16 0.2278
H -2.45 -0.43 1.00 0.1465
H -1.90 0.37 -0.46 0.1127
H -1.52 1.38 2.11 0.1164
H 0.08 -0.55 1.65 0.1525
H -1.16 -2.55 0.76 0.1009
H -0.62 -2.21 -0.84 0.0744
H 0.83 -4.10 0.60 -0.1225
H 0.69 1.15 0.25 0.1667
H 1.61 -0.21 -0.08 0.1411
H 0.48 0.22 -1.17 0.1402
H -1.58 0.56 -2.62 0.0586
H -0.91 -0.37 -3.62 0.0730
O -0.98 -0.20 -2.67 -0.0442
H 2.76 4.10 0.29 0.0384
H 3.65 3.30 1.27 0.0500
O 2.88 3.23 0.67 -0.0736
```



- Number 2 is which compound?
  C3H9IN3



- Which of these has the highest total energy?
  C5H7N



Repeat the fifth record exactly.
Here is the ion C4H9N2 with charge +1 from OMol25. Energies are from wB97M-V/def2-TZVPD.

Summary:
Gap between HOMO and LUMO ... 12.3 eV
Total energy ... -7267.444 eV
Spin multiplicity ... 1
Total charge ... +1
LUMO level ... -3.04 eV

```
15
Properties=species:S:1:pos:R:3:lowdin_charge:R:1
C -1.70 -0.61 -0.96 -0.0202
C -0.71 -0.65 0.19 -0.2909
C 0.79 -0.86 -0.16 0.0488
C 0.93 0.63 0.47 -0.2459
N 1.91 1.45 0.68 0.2379
N -0.35 0.67 0.72 0.1474
H -2.60 -1.18 -0.73 0.0853
H -1.27 -1.01 -1.87 0.0846
H -2.00 0.42 -1.16 0.0868
H -1.05 -1.31 0.99 0.1512
H 1.03 -0.92 -1.21 0.1201
H 1.32 -1.61 0.42 0.1202
H 2.85 1.23 0.38 0.1472
H 1.76 2.36 1.10 0.1471
H -0.93 1.39 1.13 0.1803
```



Please write out number 6 again, unchanged.
Here is a cluster of 3 separate species, C3H14NO3S in total from OMol25. Energies are from wB97M-V/def2-TZVPD.

Summary:
Gap between HOMO and LUMO ... 10.0 eV
Total energy ... -21799.796 eV
Spin multiplicity ... 1
Total charge ... +1
LUMO level ... -2.84 eV

```
22
Properties=species:S:1:pos:R:3:lowdin_charge:R:1
C -1.63 0.15 0.57 -0.1970
O -1.45 1.43 1.15 -0.0405
C -0.31 -0.61 0.63 -0.3745
C -0.38 -2.04 0.20 -0.4950
S 1.25 -2.84 0.48 0.7482
N 0.68 0.20 -0.16 0.2278
H -2.45 -0.43 1.00 0.1465
H -1.90 0.37 -0.46 0.1127
H -1.52 1.38 2.11 0.1164
H 0.08 -0.55 1.65 0.1525
H -1.16 -2.55 0.76 0.1009
H -0.62 -2.21 -0.84 0.0744
H 0.83 -4.10 0.60 -0.1225
H 0.69 1.15 0.25 0.1667
H 1.61 -0.21 -0.08 0.1411
H 0.48 0.22 -1.17 0.1402
H -1.58 0.56 -2.62 0.0586
H -0.91 -0.37 -3.62 0.0730
O -0.98 -0.20 -2.67 -0.0442
H 2.76 4.10 0.29 0.0384
H 3.65 3.30 1.27 0.0500
O 2.88 3.23 0.67 -0.0736
```